Density functional theory data (ωB97M-V/def2-TZVPD) for a molecular structure, C36H29F2GeNRuTe.

Cartesian coordinates (Å):
Ru (0.2379, -0.0491, 0.1342)
F (-3.9499, -1.1334, 3.4063)
C (-3.5036, -1.0221, 2.1608)
C (-2.1632, -0.7170, 1.9797)
C (-1.6409, -0.5847, 0.6999)
C (-2.5007, -0.8186, -0.4074)
C (-3.8401, -1.1226, -0.1642)
F (-4.6595, -1.3545, -1.1841)
C (-4.3728, -1.2212, 1.1089)
C (-1.8897, -0.8303, -1.7391)
C (-2.5190, -0.9657, -2.9720)
C (-1.7482, -1.0113, -4.1231)
C (-0.3623, -0.9219, -4.0444)
C (0.2015, -0.7498, -2.8022)
N (-0.5428, -0.6998, -1.6838)
H (-1.5855, -0.6126, 2.8867)
H (-5.4155, -1.4636, 1.2611)
H (-3.5907, -1.0409, -3.0355)
H (-2.2307, -1.1193, -5.0856)
H (0.2626, -0.9734, -4.9237)
H (1.2741, -0.6575, -2.6718)
C (3.3088, 2.2616, -1.0262)
Te (1.1711, 2.2905, -1.1067)
C (1.2439, 3.7851, 0.4113)
C (2.6945, 4.2041, 0.4678)
C (3.0579, 5.3208, 1.2205)
C (4.3850, 5.6995, 1.3073)
C (5.3637, 4.9652, 0.6412)
C (5.0087, 3.8590, -0.1088)
C (3.6724, 3.4723, -0.1998)
H (3.6514, 2.3401, -2.0569)
H (3.6572, 1.3246, -0.5916)
H (0.8939, 3.3689, 1.3552)
H (0.5734, 4.5848, 0.1022)
H (2.2948, 5.9043, 1.7209)
H (4.6586, 6.5781, 1.8756)
H (6.4001, 5.2707, 0.6910)
H (5.7677, 3.3026, -0.6449)
C (-0.1728, 1.5662, 3.7296)
Ge (0.8930, 0.3056, 2.6799)
C (2.7109, 0.8749, 2.4394)
C (3.6926, 0.0061, 1.9367)
C (5.0256, 0.3650, 1.9824)
C (5.3910, 1.5978, 2.5211)
C (4.4270, 2.4771, 3.0040)
C (3.0895, 2.1371, 2.9294)
C (0.9081, -1.5872, 3.2800)
C (0.7919, -2.6052, 2.3346)
C (0.6913, -3.9421, 2.6835)
C (0.7087, -4.3094, 4.0299)
C (0.8828, -3.3314, 5.0149)
C (0.9732, -3.7030, 6.3781)
C (1.2307, -2.7566, 7.3727)
C (1.4043, -1.4345, 7.0149)
C (1.2974, -1.0421, 5.6748)
C (1.0096, -1.9610, 4.6463)
H (0.2428, 1.6498, 4.7339)
H (-1.2209, 1.2926, 3.8126)
H (-0.1228, 2.5531, 3.2701)
H (3.4190, -0.9725, 1.5537)
H (5.7865, -0.3134, 1.6206)
H (6.4364, 1.8746, 2.5648)
H (4.7231, 3.4288, 3.4231)
H (2.3483, 2.8372, 3.2970)
H (0.7870, -2.3672, 1.2706)
H (0.5935, -4.7031, 1.9211)
H (0.6147, -5.3509, 4.3108)
H (0.8440, -4.7444, 6.6472)
H (1.3016, -3.0673, 8.4059)
H (1.6266, -0.6879, 7.7654)
H (1.4816, -0.0015, 5.4418)

total energy = -4082.45244 a.u.
E_HOMO (spin up / spin down) = -16.2379 / -16.2325 eV
net charge = +3
2S+1 = 6



Density functional theory data (ωB97M-V/def2-TZVPD) for a molecular structure, C34H43AsKN4O2P2SSbSe4 in a non-equilibrium geometry.

Cartesian coordinates (Å):
K (1.3647, -0.3443, 0.2350)
O (-0.7548, -0.6099, 1.1142)
P (-2.2064, -0.7544, 0.8641)
C (-2.5846, -0.7188, -0.9323)
P (-1.0768, -0.6620, -1.9550)
O (-0.1702, 0.4593, -1.5695)
C (-1.7264, -0.3810, -3.6267)
C (-1.6791, 0.9044, -4.1547)
C (-2.1818, 1.1522, -5.4252)
C (-2.7319, 0.1180, -6.1688)
C (-2.7735, -1.1695, -5.6484)
C (-2.2680, -1.4188, -4.3811)
C (-0.3377, -2.2798, -1.9652)
C (0.9209, -2.3831, -2.5618)
C (1.5857, -3.5966, -2.5708)
C (0.9812, -4.7125, -2.0079)
C (-0.2800, -4.6231, -1.4431)
C (-0.9445, -3.4066, -1.4168)
C (-2.8542, -2.3205, 1.4599)
C (-4.1414, -2.7869, 1.1885)
C (-4.5230, -4.0490, 1.6120)
C (-3.6118, -4.8527, 2.2940)
C (-2.3303, -4.3954, 2.5528)
C (-1.9455, -3.1240, 2.1415)
C (-3.1527, 0.6045, 1.5728)
C (-4.3111, 0.4486, 2.3249)
C (-4.9358, 1.5595, 2.8764)
C (-4.3964, 2.8226, 2.6852)
C (-3.2276, 2.9795, 1.9521)
C (-2.6034, 1.8750, 1.3984)
H (-3.1227, 0.2022, -1.1696)
H (-3.2109, -1.5632, -1.2261)
H (-1.2259, 1.6960, -3.5697)
H (-2.1341, 2.1524, -5.8373)
H (-3.1182, 0.3109, -7.1623)
H (-3.1850, -1.9814, -6.2347)
H (-2.2689, -2.4280, -3.9842)
H (1.4114, -1.4967, -2.9505)
H (2.5994, -3.6566, -2.9370)
H (1.5335, -5.6413, -1.9550)
H (-0.7206, -5.4830, -0.9559)
H (-1.8972, -3.3375, -0.9060)
H (-4.8447, -2.1711, 0.6365)
H (-5.5212, -4.4123, 1.4012)
H (-3.9051, -5.8468, 2.6095)
H (-1.6031, -5.0226, 3.0523)
H (-0.9275, -2.7789, 2.3031)
H (-4.7148, -0.5394, 2.5066)
H (-5.8303, 1.4330, 3.4733)
H (-4.8718, 3.6868, 3.1326)
H (-2.7797, 3.9583, 1.8415)
H (-1.6612, 1.9852, 0.8716)
Se (5.1475, -4.0689, 3.0791)
Sb (3.9574, -2.8894, 1.3009)
Se (4.2226, -0.4161, 1.6074)
Se (1.4992, -3.3176, 1.5189)
Se (4.6757, -3.3852, -0.9995)
C (3.0318, -1.3754, 5.2547)
C (2.1169, -0.2444, 5.5434)
N (1.9210, 0.3477, 6.6845)
N (1.0181, 1.3353, 6.3796)
C (0.6465, 1.3746, 5.0884)
S (-0.4336, 2.4529, 4.3760)
N (1.3516, 0.3407, 4.5556)
N (1.3363, -0.0800, 3.2311)
H (3.6152, -1.6027, 6.1434)
H (3.7001, -1.1291, 4.4241)
H (2.4860, -2.2696, 4.9449)
H (0.7049, 1.9880, 7.0727)
H (1.3059, -1.1022, 3.2347)
H (2.2430, 0.1588, 2.8008)
C (2.0210, 2.0733, -3.7114)
C (1.9305, 3.3629, -2.9007)
As (2.0931, 2.9658, -0.9751)
C (2.3390, 4.7873, -0.2255)
C (2.5753, 5.9382, -1.1957)
C (3.9760, 2.3742, -0.9593)
C (5.0117, 3.2959, -1.5818)
H (1.8329, 2.2520, -4.7739)
H (1.2999, 1.3352, -3.3545)
H (3.0116, 1.6225, -3.6251)
H (0.9584, 3.8425, -3.0468)
H (2.6923, 4.0761, -3.2197)
H (3.1697, 4.7008, 0.4791)
H (1.4525, 4.9815, 0.3805)
H (3.4740, 5.7890, -1.7950)
H (2.6893, 6.8861, -0.6611)
H (1.7418, 6.0561, -1.8918)
H (4.0009, 1.3867, -1.4260)
H (4.2041, 2.1594, 0.0867)
H (4.8223, 3.4738, -2.6439)
H (6.0078, 2.8547, -1.4982)
H (5.0450, 4.2686, -1.0854)

total energy = -15453.73389 a.u.
E_HOMO = -0.9335 eV
net charge = -2
ΔE to the lowest compared entry with this formula, charge and spin = 0.0 kcal per mole



Density functional theory data (ωB97M-V/def2-TZVPD) for a molecular structure, C5H15N3O.

Cartesian coordinates (Å):
C (-1.3908, 0.6463, 0.6893)
C (1.0701, 0.8594, 0.8791)
C (-1.5425, 1.6081, -0.4342)
C (2.0213, 1.6249, -0.0400)
N (-1.8245, -0.5876, 0.5654)
H (-1.3337, 1.0265, 1.6986)
H (-1.8974, -1.0533, -0.3451)
H (-1.7302, -1.2270, 1.3408)
H (1.5984, 0.1243, 1.4968)
H (0.5993, 1.5574, 1.5721)
H (-1.3075, 1.1341, -1.3867)
H (-0.8994, 2.4734, -0.2953)
H (-2.5827, 1.9511, -0.4720)
H (1.4789, 2.3440, -0.6633)
H (2.7718, 2.1925, 0.5205)
H (2.5429, 0.9419, -0.7127)
C (-0.0255, -2.1060, -0.8559)
N (0.6675, -0.9679, -1.0497)
N (0.4222, -2.8774, 0.2227)
O (-1.0630, -2.4591, -1.4594)
H (1.4051, -2.7969, 0.4349)
H (0.6373, -0.0694, -0.0313)
H (0.3109, -0.5164, -1.8857)
H (0.0716, -3.8228, 0.2111)

total energy = -438.93367 a.u.
E_HOMO = -7.6882 eV
net charge = 0
ΔE to the lowest compared entry with this formula, charge and spin = 63.6 kcal per mole



Density functional theory data (ωB97M-V/def2-TZVPD) for 2 unconnected molecules or ions with the total composition C4H7NO2.

Cartesian coordinates (Å):
O (2.0159, 1.2863, -0.2637)
C (1.7182, 0.2391, -0.7997)
C (-0.6678, -0.1794, 0.1939)
C (-0.8729, -1.5932, 0.4016)
N (-0.1061, -0.7450, 1.3540)
C (-0.9368, 0.9740, -0.4015)
O (-0.4944, 2.1799, 0.0323)
H (0.4712, 2.1128, 0.1854)
H (1.3639, 0.1965, -1.8451)
H (1.8281, -0.7275, -0.2801)
H (-0.2656, -2.3398, -0.1073)
H (-1.8771, -1.9126, 0.6651)
H (-0.6471, -0.4907, 2.1782)
H (-1.5296, 0.9996, -1.3130)

SMILES = O/C=C1/CN1.C=O
total energy = -361.73226 a.u.
E_HOMO = -8.7752 eV
net charge = 0
ΔE to the lowest compared entry with this formula, charge and spin = 93.2 kcal per mole



What is the net charge in the second record?
-2



Look up the net charge of the fourth one.
0